C34H43BMoN7O3STe | the ωB97M-V functional and the def2-TZVPD basis

Summary:
energy above the lowest of the compared OMol25 structures with the same formula, charge and spin = 0.0 kJ/mol
HOMO energy (spin up / spin down) = -10.126 / -10.210 eV
frontier orbital gap (spin up / spin down) = 0.2163 / 0.2327 Eh
net charge = +1
2S+1 = 3

Atoms and positions in Å:
Mo: -0.333 0.650 -0.670
C: 3.249 1.554 -3.271
C: 2.514 2.550 -2.368
C: 3.086 3.958 -2.531
C: 2.594 2.107 -0.939
C: 3.655 2.289 -0.042
C: 3.248 1.719 1.144
N: 2.018 1.226 0.977
N: 1.614 1.446 -0.305
B: 1.091 0.372 1.844
N: -0.358 1.030 1.485
C: -0.833 1.931 2.425
C: -2.124 1.638 2.701
C: -2.483 0.586 1.813
N: -1.422 0.218 1.113
C: -3.812 -0.083 1.725
C: -3.891 -1.104 2.874
C: -4.056 -0.733 0.376
N: 1.046 -1.050 1.339
C: 1.485 -2.165 1.937
C: 1.462 -3.177 1.013
C: 0.989 -2.597 -0.175
N: 0.734 -1.297 0.033
C: 0.933 -3.348 -1.475
C: -0.253 -3.054 -2.382
C: 2.251 -3.138 -2.232
H: 3.166 1.864 -4.315
H: 2.838 0.549 -3.174
H: 4.311 1.518 -3.016
H: 1.461 2.572 -2.645
H: 4.155 3.979 -2.310
H: 2.587 4.670 -1.873
H: 2.956 4.296 -3.559
H: 4.586 2.794 -0.235
H: 3.742 1.641 2.100
H: 1.360 0.438 3.005
H: -0.164 2.656 2.859
H: -2.775 2.141 3.397
H: -4.564 0.690 1.904
H: -3.154 -1.895 2.725
H: -4.882 -1.557 2.887
H: -3.712 -0.641 3.845
H: -3.289 -1.477 0.149
H: -4.075 0.015 -0.414
H: -5.020 -1.241 0.373
H: 1.783 -2.148 2.973
H: 1.746 -4.207 1.155
H: 0.876 -4.399 -1.182
H: -0.085 -2.121 -2.917
H: -1.200 -2.998 -1.844
H: -0.335 -3.838 -3.136
H: 2.356 -2.087 -2.516
H: 2.266 -3.740 -3.141
H: 3.113 -3.413 -1.622
C: -3.025 6.101 4.027
C: -2.623 5.374 2.774
C: -1.308 5.378 2.330
C: -0.925 4.734 1.155
C: 0.521 4.777 0.734
C: -1.897 4.053 0.416
Te: -1.384 3.038 -1.368
C: -3.235 4.037 0.834
C: -4.314 3.320 0.063
C: -3.571 4.702 2.007
H: -2.156 6.372 4.626
H: -3.690 5.493 4.642
H: -3.561 7.020 3.782
H: -0.555 5.911 2.903
H: 1.088 5.461 1.366
H: 0.618 5.100 -0.303
H: 0.985 3.789 0.800
H: -4.060 2.271 -0.111
H: -4.456 3.761 -0.926
H: -5.263 3.368 0.594
H: -4.606 4.698 2.332
O: 0.324 0.444 -2.645
C: -0.808 0.062 -3.105
N: -1.730 -0.200 -2.201
S: -3.218 -0.493 -2.937
O: -4.097 0.608 -2.704
O: -3.632 -1.822 -2.627
C: -2.539 -0.402 -4.576
C: -3.185 -0.604 -5.775
C: -2.421 -0.461 -6.930
C: -1.070 -0.129 -6.872
C: -0.436 0.072 -5.654
C: -1.196 -0.075 -4.509
H: -4.235 -0.858 -5.820
H: -2.889 -0.611 -7.895
H: -0.509 -0.029 -7.792
H: 0.614 0.330 -5.594

Atomic forces in eV per Å
Mo -0.265 -0.086 0.050
C 0.017 0.009 -0.006
C 0.059 -0.015 0.012
C 0.019 -0.015 0.000
C -0.054 -0.021 0.039
C 0.038 0.054 -0.029
C 0.012 0.026 0.046
N 0.015 -0.084 -0.098
N 0.056 0.108 0.017
B 0.035 0.010 0.082
N 0.035 -0.046 -0.009
C -0.013 0.004 0.006
C -0.008 0.028 0.067
C -0.019 -0.025 0.021
N 0.020 0.117 -0.149
C 0.026 -0.018 0.036
C -0.007 0.000 -0.006
C -0.026 -0.027 -0.006
N 0.064 0.013 -0.007
C -0.015 0.009 0.021
C -0.015 -0.056 0.004
C 0.007 -0.036 -0.007
N -0.073 0.051 0.024
C 0.023 0.048 -0.019
C 0.011 -0.030 0.006
C -0.004 0.026 -0.011
H -0.001 -0.008 0.028
H 0.001 0.010 -0.001
H -0.028 -0.002 -0.007
H -0.044 -0.001 -0.018
H -0.027 0.001 -0.002
H -0.012 0.013 0.009
H 0.000 -0.011 0.010
H -0.036 -0.025 0.006
H -0.008 0.002 -0.029
H -0.020 -0.022 -0.034
H -0.006 -0.040 0.017
H 0.016 -0.009 -0.027
H -0.006 0.018 0.002
H -0.004 0.007 0.005
H 0.016 0.009 -0.002
H -0.004 -0.007 -0.011
H -0.005 0.011 0.001
H -0.003 -0.022 0.001
H 0.014 0.000 -0.004
H -0.004 -0.003 -0.037
H -0.008 0.040 -0.011
H 0.016 -0.025 -0.002
H -0.019 -0.038 0.006
H 0.022 0.024 -0.022
H -0.013 -0.001 0.019
H -0.002 -0.019 0.005
H 0.000 0.005 0.012
H -0.010 0.001 -0.008
C 0.003 -0.005 -0.014
C -0.034 -0.020 -0.015
C 0.012 0.019 -0.003
C 0.024 0.025 -0.057
C -0.031 0.011 0.064
C 0.036 -0.092 0.049
Te 0.075 0.008 -0.118
C -0.049 -0.007 -0.030
C 0.036 0.018 -0.004
C 0.018 0.018 0.040
H -0.004 -0.003 -0.005
H 0.000 0.004 -0.005
H 0.005 -0.004 -0.002
H -0.021 -0.015 -0.008
H -0.020 -0.016 -0.009
H 0.008 0.007 -0.014
H 0.011 -0.011 -0.023
H -0.006 0.042 0.012
H 0.007 -0.007 0.019
H 0.001 0.004 0.008
H 0.005 -0.003 0.003
O 0.000 -0.041 -0.012
C -0.059 -0.010 0.082
N 0.158 0.164 0.042
S 0.051 0.033 -0.032
O 0.020 -0.021 0.014
O -0.004 -0.027 0.001
C -0.026 -0.044 0.037
C -0.028 0.001 0.001
C 0.004 0.006 -0.011
C 0.010 -0.013 -0.025
C 0.024 0.020 -0.015
C 0.003 0.000 0.009
H 0.019 0.002 0.002
H 0.004 0.001 0.016
H -0.008 0.007 0.012
H -0.008 -0.006 -0.003

Now the Löwdin charges, all in e: Mo 1.492; C -0.049; C -0.381; C -0.049; C -0.244; C 0.021; C -0.026; N -0.023; N -0.047; B -0.509; N -0.142; C -0.030; C 0.047; C -0.208; N -0.002; C -0.354; C -0.036; C -0.062; N -0.047; C -0.037; C 0.008; C -0.239; N 0.044; C -0.354; C -0.049; C -0.046; H 0.085; H 0.060; H 0.089; H 0.073; H 0.082; H 0.075; H 0.088; H 0.118; H 0.138; H 0.128; H 0.145; H 0.134; H 0.146; H 0.092; H 0.090; H 0.083; H 0.082; H 0.038; H 0.102; H 0.133; H 0.118; H 0.138; H 0.050; H 0.078; H 0.095; H 0.073; H 0.086; H 0.085; C -0.041; C -0.261; C -0.017; C -0.338; C -0.079; C -0.516; Te 1.094; C -0.329; C -0.084; C -0.020; H 0.077; H 0.081; H 0.090; H 0.120; H 0.086; H 0.056; H 0.051; H 0.034; H 0.081; H 0.084; H 0.123; O -0.178; C -0.581; N -0.156; S 0.650; O -0.275; O -0.253; C -0.192; C -0.005; C -0.031; C -0.036; C 0.026; C -0.136; H 0.132; H 0.119; H 0.117; H 0.128



C34H43GeN3SV | the ωB97M-V functional and the def2-TZVPD basis

Summary:
energy above the lowest of the compared OMol25 structures with the same formula, charge and spin = 116.9 kJ/mol
HOMO energy (spin up / spin down) = -2.412 / -2.300 eV
frontier orbital gap (spin up / spin down) = 0.1684 / 0.1645 Eh
net charge = -1
2S+1 = 1

Atoms and positions in Å:
V: 0.396 -1.089 -0.780
C: 0.877 -1.251 3.700
C: 1.267 -2.401 2.816
C: 2.469 -2.378 2.119
C: 2.822 -3.403 1.249
C: 4.099 -3.322 0.460
C: 1.940 -4.462 1.072
C: 0.721 -4.502 1.739
C: -0.270 -5.599 1.457
C: 0.405 -3.475 2.620
H: 0.463 -0.454 3.077
H: 1.735 -0.856 4.246
H: 0.111 -1.543 4.420
H: 3.129 -1.523 2.230
H: 3.976 -2.618 -0.369
H: 4.368 -4.292 0.041
H: 4.928 -2.968 1.076
H: 2.193 -5.256 0.376
H: -0.987 -5.268 0.701
H: -0.831 -5.871 2.353
H: 0.226 -6.492 1.075
H: -0.549 -3.491 3.138
N: -0.752 -0.684 -2.596
N: -0.959 -1.717 -3.532
C: -0.630 -2.978 -3.215
N: -0.956 -3.914 -4.153
S: 0.125 -3.389 -1.775
H: -1.642 -0.304 -2.291
H: -0.168 0.035 -3.003
H: -1.563 -1.536 -4.320
H: -1.019 -3.635 -5.118
H: -0.549 -4.819 -3.988
C: -0.884 -0.500 0.551
Ge: -1.626 1.210 0.568
C: -2.182 1.808 -1.249
C: -1.323 2.555 -2.058
C: -1.621 2.807 -3.392
C: -2.799 2.322 -3.947
C: -3.679 1.595 -3.154
C: -3.369 1.343 -1.822
C: -0.432 2.684 1.164
C: 0.877 2.388 1.534
C: 1.746 3.385 1.963
C: 1.314 4.702 2.024
C: 0.012 5.018 1.653
C: -0.848 4.014 1.229
C: -3.269 1.474 1.662
C: -4.216 2.468 1.414
C: -5.336 2.623 2.224
C: -5.530 1.779 3.308
C: -4.603 0.779 3.570
C: -3.491 0.630 2.751
H: -1.076 -1.096 1.451
H: -0.392 2.925 -1.641
H: -0.929 3.378 -4.001
H: -3.036 2.519 -4.986
H: -4.607 1.222 -3.574
H: -4.054 0.757 -1.217
H: 1.211 1.358 1.440
H: 2.766 3.136 2.235
H: 1.990 5.483 2.354
H: -0.329 6.046 1.694
H: -1.862 4.274 0.940
H: -4.085 3.133 0.566
H: -6.057 3.403 2.008
H: -6.401 1.896 3.942
H: -4.751 0.112 4.412
H: -2.780 -0.165 2.952
C: 4.001 0.193 -2.670
C: 3.098 0.676 -1.524
C: 2.555 2.063 -1.879
C: 3.957 0.795 -0.254
C: 1.944 -0.268 -1.313
H: 4.843 0.877 -2.835
H: 3.426 0.117 -3.596
H: 4.403 -0.798 -2.445
H: 3.369 2.783 -2.030
H: 1.910 2.430 -1.080
H: 1.964 2.013 -2.798
H: 4.794 1.491 -0.399
H: 4.365 -0.182 0.020
H: 3.347 1.149 0.579
H: 2.301 -1.349 -1.171

Atomic forces in eV per Å
V 0.141 -0.038 -0.215
C -0.026 0.003 -0.004
C 0.022 -0.052 0.013
C 0.007 -0.004 0.008
C -0.006 0.030 -0.010
C -0.018 -0.005 -0.016
C -0.024 -0.006 0.008
C 0.017 -0.015 -0.012
C -0.003 0.002 0.009
C 0.010 0.029 -0.029
H 0.014 0.044 -0.004
H -0.010 0.008 -0.022
H 0.014 -0.014 0.005
H 0.014 -0.011 0.010
H 0.009 -0.014 0.013
H 0.005 -0.006 0.004
H 0.008 0.010 0.001
H 0.003 0.005 0.001
H 0.003 -0.005 -0.005
H -0.001 0.001 0.001
H -0.004 -0.001 0.003
H -0.004 -0.001 0.001
N -0.043 -0.096 -0.006
N -0.031 -0.122 -0.022
C 0.041 0.050 0.087
N -0.005 -0.021 -0.015
S -0.081 0.186 -0.045
H -0.003 0.009 0.012
H 0.065 0.029 0.041
H -0.011 0.022 0.008
H 0.000 0.010 -0.001
H -0.002 -0.013 0.002
C 0.014 0.011 -0.104
Ge 0.001 0.002 0.053
C 0.013 -0.002 0.000
C 0.026 -0.020 0.010
C -0.018 -0.007 -0.019
C 0.003 0.017 0.004
C -0.005 -0.001 -0.011
C 0.027 -0.001 0.017
C -0.051 0.067 -0.024
C 0.026 -0.028 -0.044
C 0.004 0.014 -0.005
C -0.003 0.008 0.006
C 0.006 0.009 0.007
C 0.012 -0.014 0.013
C -0.015 -0.033 0.014
C 0.024 -0.004 -0.012
C -0.002 0.015 -0.017
C -0.006 -0.003 0.011
C -0.002 -0.001 0.000
C -0.003 0.002 -0.004
H 0.022 -0.035 0.024
H -0.009 -0.004 -0.004
H -0.005 -0.002 -0.001
H 0.004 -0.004 -0.001
H -0.005 0.005 -0.003
H -0.009 -0.001 0.006
H 0.000 -0.016 0.026
H -0.004 -0.007 0.002
H -0.001 0.003 -0.001
H 0.001 0.000 -0.002
H 0.004 0.013 0.014
H -0.007 0.001 -0.006
H -0.001 -0.001 0.003
H 0.001 0.000 0.000
H 0.004 -0.003 -0.002
H -0.001 0.002 0.000
C -0.008 0.002 0.000
C 0.025 0.001 -0.026
C 0.029 -0.012 -0.007
C -0.004 0.009 0.003
C -0.156 -0.030 0.153
H 0.001 -0.001 0.003
H -0.001 -0.003 -0.001
H 0.004 -0.002 -0.003
H -0.005 0.001 0.002
H -0.019 0.016 0.025
H -0.007 -0.002 0.002
H 0.005 -0.001 0.011
H -0.005 0.012 -0.001
H 0.015 -0.009 -0.017
H -0.021 0.023 0.083

Now the Löwdin charges, all in e: V 0.303; C -0.053; C -0.277; C -0.021; C -0.281; C -0.053; C -0.056; C -0.289; C -0.063; C -0.027; H 0.054; H 0.075; H 0.072; H 0.118; H 0.056; H 0.070; H 0.076; H 0.109; H 0.067; H 0.071; H 0.070; H 0.116; N -0.020; N -0.045; C -0.833; N 0.067; S 0.708; H 0.069; H 0.089; H 0.145; H 0.092; H 0.078; C -0.415; Ge 0.820; C -0.283; C -0.108; C -0.101; C -0.121; C -0.114; C -0.136; C -0.264; C -0.126; C -0.103; C -0.116; C -0.111; C -0.116; C -0.258; C -0.126; C -0.111; C -0.122; C -0.108; C -0.110; H -0.093; H 0.089; H 0.096; H 0.088; H 0.091; H 0.103; H 0.068; H 0.093; H 0.089; H 0.089; H 0.089; H 0.090; H 0.091; H 0.088; H 0.092; H 0.087; C -0.089; C -0.703; C -0.080; C -0.072; C -0.246; H 0.069; H 0.069; H 0.067; H 0.075; H 0.058; H 0.069; H 0.073; H 0.062; H 0.055; H -0.015



Number 1: total energy -73187.4090 eV. Number 2: total energy -133462.2316 eV.